ORCA calculation (the ωB97M-V functional and the def2-TZVPD basis) on one molecule with the formula C2H4N2S in a non-equilibrium geometry.

Summary:
SMILES: [H]/N=C\NC=S
E_LUMO: 0.14 eV
HOMO level: -8.637 eV
electronic energy: -15952.996 eV
orbital gap: 8.78 eV
energy relative to the best compared isomer or geometry (same formula, charge and spin): 0.887 eV

Last column: natural (NBO) charge in e.
Positions of all 9 atoms, in Å:
1 C -0.2664 0.9072 -0.1332  0.287
2 C 0.1929 -1.3703 -0.3622  -0.103
3 H -0.1331 2.0208 1.4340  0.334
4 H -0.6084 0.7570 -1.1467  0.188
5 H 0.6198 -0.1236 1.2961  0.409
6 H 0.7338 -2.2882 -0.0957  0.219
7 N -0.2372 2.0036 0.4053  -0.642
8 N 0.3561 -0.2510 0.2983  -0.607
9 S -0.6576 -1.6555 -1.6959  -0.086

---

ORCA calculation (the ωB97M-V functional and the def2-TZVPD basis) on a 6-piece molecular cluster, C33H70Br3ClN7O7P2S2 overall in a non-equilibrium geometry.

Summary:
charge: +1
E_LUMO: -4.36 eV
HOMO level: -9.811 eV
electronic energy: -323011.604 eV
orbital gap: 5.45 eV
energy relative to the best compared isomer or geometry (same formula, charge and spin): 0.000 eV

Last column: Löwdin charge in e.
Positions of all 125 atoms, in Å:
1 C 6.7820 -5.5168 0.1176  -0.097
2 C 6.3646 -4.1352 -0.4181  -0.240
3 C 5.3318 -3.3993 0.4628  -0.206
4 C 3.9760 -3.1080 -0.2351  -0.191
5 C 3.6008 -1.6140 -0.2698  -0.205
6 C 2.6863 -0.9955 0.8190  -0.357
7 C 1.7151 -1.9412 1.5772  -0.654
8 S 2.7420 -2.9539 2.7197  0.929
9 C 0.9091 -2.8886 0.6476  -0.264
10 C 0.8447 -4.3775 0.9915  -0.221
11 C 0.0175 -5.1236 -0.1026  -0.338
12 C 0.8426 -6.3355 -0.5868  -0.057
13 C -1.3586 -5.5934 0.4212  -0.148
14 C -2.5368 -4.8832 -0.2846  -0.172
15 C -2.9041 -3.5215 0.2653  -0.105
16 C -3.7446 -3.3526 1.2986  -0.339
17 C -3.8340 -4.3505 2.4220  -0.058
18 C -4.6484 -2.1402 1.3694  -0.060
19 C 0.7618 -1.1515 2.5683  -0.743
20 Br -0.5761 -2.3205 3.3150  0.857
21 C 0.1077 0.1961 2.0687  -0.845
22 Br -1.5619 -0.1060 1.1542  0.801
23 P -0.3321 1.1546 3.6963  0.351
24 S -2.1432 1.0247 4.3253  0.185
25 C 1.2070 1.0331 1.3730  -0.637
26 O 2.0817 1.3157 2.4672  -0.033
27 N 0.8811 2.2864 0.7738  -0.022
28 C -0.4754 2.8246 0.5876  -0.256
29 C -0.3620 4.2462 -0.0179  -0.222
30 C -1.3689 4.4638 -1.1560  -0.084
31 N 2.0290 0.2799 0.3080  -0.511
32 Br 0.8473 -0.1523 -1.1403  0.947
33 P 3.4156 1.4238 -0.5770  0.646
34 O 3.8179 2.5998 0.4611  -0.320
35 Cl 2.5350 2.5046 -2.0073  0.365
36 H 7.8533 -5.6677 0.0023  0.069
37 H 6.5809 -5.5954 1.1857  0.066
38 H 6.2528 -6.3151 -0.3986  0.073
39 H 6.0139 -4.2225 -1.4462  0.098
40 H 7.2686 -3.5247 -0.4574  0.099
41 H 5.1175 -4.0490 1.3114  0.075
42 H 5.7513 -2.4896 0.8967  0.103
43 H 4.0965 -3.4198 -1.2738  0.102
44 H 3.2325 -3.7555 0.2113  0.057
45 H 4.5551 -1.0922 -0.2129  0.083
46 H 3.2281 -1.3751 -1.2660  0.049
47 H 3.3712 -0.6399 1.5962  0.118
48 H 3.2404 -1.9341 3.4317  -0.086
49 H -0.1110 -2.5307 0.5110  0.058
50 H 1.3769 -2.8477 -0.3378  0.078
51 H 1.8307 -4.8416 1.0116  0.076
52 H 0.3633 -4.5560 1.9485  0.069
53 H -0.0793 -4.4593 -0.9657  0.124
54 H 0.2145 -7.1154 -1.0103  0.077
55 H 1.3665 -6.7834 0.2615  0.082
56 H 1.6099 -6.0328 -1.3014  0.076
57 H -1.4741 -6.6623 0.2401  0.110
58 H -1.4069 -5.4439 1.4983  0.099
59 H -3.4129 -5.5273 -0.3261  0.109
60 H -2.2178 -4.7250 -1.3179  0.106
61 H -2.4229 -2.6562 -0.1880  0.070
62 H -3.8266 -5.3795 2.0618  0.052
63 H -4.7638 -4.2277 2.9750  0.073
64 H -2.9726 -4.2303 3.0817  0.059
65 H -5.2540 -2.1631 2.2739  0.073
66 H -4.0888 -1.1983 1.3810  0.020
67 H -5.3091 -2.1042 0.5058  0.079
68 H 1.3678 -0.8719 3.4233  0.029
69 H 0.0243 2.4821 3.4319  -0.008
70 H 0.6409 0.6954 4.5903  0.005
71 H 3.0057 1.1475 2.2702  0.087
72 H 1.4605 2.9921 1.2094  0.119
73 H -0.9991 2.2185 -0.1441  0.051
74 H -1.0722 2.8945 1.4993  0.093
75 H -0.5532 4.9597 0.7851  0.105
76 H 0.6677 4.3833 -0.3530  0.083
77 H -0.9345 4.2067 -2.1187  0.079
78 H -1.7273 5.4889 -1.1721  0.036
79 H -2.2428 3.8423 -0.9531  0.080
80 H 4.5076 2.2747 1.0587  0.078
81 O -2.4364 6.9825 -2.6023  0.012
82 C -2.4886 8.1980 -2.4930  -0.590
83 N -2.0620 8.8347 -1.3723  0.165
84 C -3.0288 9.0849 -3.5850  -0.005
85 H -2.1133 9.8317 -1.2605  0.094
86 H -1.6965 8.2743 -0.6225  0.102
87 H -4.0605 8.8059 -3.7907  0.089
88 H -2.4363 8.9320 -4.4855  0.087
89 H -3.0005 10.1367 -3.3089  0.067
90 O -4.5943 11.1905 -1.2255  0.023
91 C -5.2830 10.8795 -0.2708  -0.596
92 N -5.5854 9.5821 -0.0030  0.159
93 C -5.8509 11.9050 0.6804  -0.005
94 H -6.1542 9.3063 0.7747  0.096
95 H -5.2225 8.8749 -0.6197  0.101
96 H -6.4787 12.5935 0.1180  0.089
97 H -5.0300 12.4656 1.1235  0.087
98 H -6.4436 11.4577 1.4770  0.071
99 O -5.3453 -6.8832 1.8656  0.018
100 C -6.5161 -6.7841 2.1820  -0.587
101 N -7.2869 -5.7575 1.7341  0.164
102 C -7.1961 -7.7810 3.0884  -0.002
103 H -8.2532 -5.6550 1.9801  0.097
104 H -6.8627 -5.0797 1.1237  0.104
105 H -6.6708 -7.8038 4.0414  0.088
106 H -7.1340 -8.7671 2.6323  0.088
107 H -8.2430 -7.5408 3.2683  0.072
108 O 1.8042 -4.4462 -4.8186  0.056
109 C 1.6630 -3.2447 -4.8115  -0.592
110 N 2.1054 -2.4904 -3.7545  0.147
111 C 1.0018 -2.4875 -5.9373  -0.002
112 H 2.0130 -1.4932 -3.7175  0.057
113 H 2.5525 -2.9759 -2.9951  0.077
114 H -0.0124 -2.8620 -6.0623  0.090
115 H 1.5565 -2.6716 -6.8551  0.091
116 H 0.9627 -1.4130 -5.7595  0.068
117 O 7.1510 5.3686 -3.0976  0.061
118 C 6.5448 4.9481 -2.1405  -0.594
119 N 6.3373 3.6051 -1.9610  0.146
120 C 5.9691 5.8527 -1.0752  -0.003
121 H 5.8392 3.2365 -1.1752  0.041
122 H 6.7079 2.9763 -2.6534  0.108
123 H 5.2668 6.5404 -1.5425  0.089
124 H 6.7778 6.4295 -0.6310  0.090
125 H 5.4528 5.3024 -0.2876  0.058

---

ORCA calculation (the ωB97M-V functional and the def2-TZVPD basis) on a 3-piece molecular cluster, C6H12NO9S overall in a non-equilibrium geometry.

Summary:
charge: -1
E_LUMO: 2.78 eV
HOMO level: -5.073 eV
electronic energy: -37165.241 eV
orbital gap: 7.85 eV
energy relative to the best compared isomer or geometry (same formula, charge and spin): 0.000 eV

Last column: natural (NBO) charge in e.
Positions of all 29 atoms, in Å:
1 N -6.8424 -12.2351 9.0597  0.697
2 O -7.5800 -13.2428 9.1132  -0.509
3 O -6.0732 -11.8388 9.9712  -0.568
4 O -6.8333 -11.5619 7.9201  -0.611
5 O -4.2571 -6.5511 9.7267  -0.960
6 S -4.8856 -7.5011 10.5515  2.410
7 O -4.8019 -7.2998 11.9656  -0.927
8 O -6.4606 -7.5831 10.1846  -0.711
9 C -6.8322 -7.9315 8.8377  -0.072
10 C -8.4109 -8.0983 8.7439  -0.619
11 C -4.2035 -9.0444 10.1383  -0.933
12 H -6.3421 -8.8135 8.5241  0.216
13 H -6.5802 -6.9581 8.0855  0.166
14 H -8.8223 -8.8951 9.5104  0.224
15 H -8.8226 -8.2986 7.6653  0.222
16 H -8.9029 -7.2549 9.0406  0.194
17 H -4.3921 -9.2592 8.9904  0.262
18 H -4.5476 -9.9193 10.6725  0.278
19 H -3.1992 -9.1090 10.1980  0.242
20 C -2.3440 -11.5960 12.5697  -0.095
21 C -3.6383 -12.4863 12.9126  -0.116
22 O -4.1075 -11.7691 14.0627  -0.467
23 C -3.5170 -10.6690 14.2615  0.973
24 O -3.7902 -9.8435 15.1250  -0.599
25 O -2.4467 -10.5096 13.4006  -0.495
26 H -2.0888 -11.2997 11.5877  0.196
27 H -1.4736 -12.2057 12.7961  0.158
28 H -3.3965 -13.5548 12.8343  0.207
29 H -4.5782 -12.2906 12.3999  0.238

---

ORCA calculation (the ωB97M-V functional and the def2-TZVPD basis) on a 2-piece molecular cluster, C7H10 overall.

Summary:
E_LUMO: 1.06 eV
HOMO level: -7.780 eV
electronic energy: -7415.737 eV
orbital gap: 8.84 eV
energy relative to the best compared isomer or geometry (same formula, charge and spin): 5.298 eV

Last column: natural (NBO) charge in e.
Positions of all 17 atoms, in Å:
1 C 0.7314 1.2146 1.8590  -0.374
2 C 1.7975 0.4278 1.9489  -0.411
3 C -0.8355 0.9957 -0.9533  -0.094
4 C 0.3467 0.3031 -1.5807  -0.493
5 C -0.8113 -0.6452 -1.6889  -0.115
6 C -0.9236 -1.4437 -0.4278  -0.439
7 C -1.5185 -0.0774 -0.3159  -0.210
8 H 0.6668 2.0192 1.1306  0.205
9 H -0.1326 1.0838 2.5060  0.194
10 H 2.6635 0.5638 1.3052  0.192
11 H 1.8548 -0.3789 2.6755  0.192
12 H 0.7256 0.8004 -2.4724  0.224
13 H 1.1490 -0.1106 -0.9628  0.214
14 H -1.4096 -0.8292 -2.5736  0.243
15 H 0.0207 -1.6681 0.0686  0.226
16 H -1.6485 -2.2549 -0.4063  0.229
17 H -2.5795 0.0175 -0.0858  0.218

---

Number 4 is which compound?
C7H10